Molecular formula: C18H21FN3O7
Method: DFT, ωB97M-V/def2-TZVPD

Values from the calculation:
Net charge: -1
HOMO energy in eV: -4.498
M in g/mol: 410.38
LUMO level in eV: 1.1
Gap between HOMO and LUMO in eV: 5.6

Last column: Löwdin charge in e.
Cartesian coordinates (Å):
F1 0.349 1.691 -0.270  -0.1158
O1 2.655 6.492 -5.100  0.0592
O2 3.352 6.021 -3.106  0.0675
O3 -1.355 -6.000 -0.836  0.0660
O4 -3.206 -7.076 -0.518  0.0514
O5 -0.808 -0.049 4.171  -0.2072
O6 2.764 0.099 0.127  -0.1219
O7 0.882 -1.272 3.242  -0.0993
N1 -0.329 2.213 2.795  0.0185
N2 2.698 5.775 -4.109  -0.3501
N3 -2.400 -6.199 -0.234  -0.3516
C1 -0.238 0.809 0.748  -0.2193
C2 1.904 3.713 -3.002  0.0096
C3 1.973 1.512 2.132  -0.1086
C4 1.136 2.553 -3.013  -0.0503
C5 -1.825 -4.309 1.252  0.0063
C6 -3.870 -5.552 1.643  -0.0195
C7 -2.111 -3.504 2.350  -0.0404
C8 -4.146 -4.744 2.740  -0.0788
C9 2.980 0.422 1.531  -0.2368
C10 0.430 1.035 2.203  -0.3549
C11 -3.266 -3.724 3.094  -0.0562
C12 0.406 3.049 -5.261  -0.0749
C13 -2.706 -5.333 0.908  -0.1534
C14 0.201 -0.191 3.215  -0.5267
C15 1.169 4.212 -5.258  -0.0138
C16 1.911 4.539 -4.125  -0.1503
C17 0.387 2.225 -4.139  -0.0614
C18 -0.305 -0.723 0.302  -0.0566
H1 -0.120 -0.750 -0.839  0.0833
H2 3.320 0.756 -0.358  0.0883
H3 -0.920 -4.129 0.683  0.1192
H4 -0.216 1.321 -4.142  0.1099
H5 -0.178 2.786 -6.137  0.1036
H6 -1.430 -2.704 2.630  0.1014
H7 4.044 0.881 1.595  0.1140
H8 1.173 4.847 -6.137  0.1140
H9 0.058 2.362 3.744  0.0738
H10 2.324 1.825 3.189  0.1306
H11 -5.046 -4.910 3.323  0.1012
H12 0.487 -1.397 0.765  0.0785
H13 -1.328 1.174 0.857  0.1484
H14 3.030 -0.558 2.110  0.1162
H15 -4.564 -6.343 1.378  0.1113
H16 -3.481 -3.098 3.954  0.1142
H17 1.985 2.462 1.485  0.1096
H18 2.483 3.958 -2.119  0.1198
H19 0.009 3.025 2.243  0.0627
H20 1.118 1.906 -2.143  0.0858
H21 -1.381 -1.096 0.444  0.0835


Molecular formula: C28H45F2OSi4
Method: DFT, ωB97M-V/def2-TZVPD

Values from the calculation:
Net charge: +1
HOMO energy in eV: -9.974
M in g/mol: 548.01
LUMO level in eV: -6.1
Gap between HOMO and LUMO in eV: 3.9

Last column: Löwdin charge in e.
Cartesian coordinates (Å):
Si1 3.305 3.291 1.248  0.3936
Si2 1.130 1.326 -1.240  0.4144
Si3 2.023 1.344 0.924  0.4965
Si4 3.443 -0.496 1.240  0.4084
F1 -1.805 -3.088 -6.549  0.0822
F2 -4.799 -5.233 2.758  0.0929
O1 0.766 0.851 2.070  -0.2701
C1 -2.756 -0.179 1.741  -0.2175
C2 4.284 -0.382 2.920  -0.2106
C3 -2.666 -1.503 -4.990  0.0358
C4 -3.466 1.158 1.921  -0.1777
C5 -3.743 -4.976 0.639  0.0409
C6 -0.582 0.972 1.891  -0.3740
C7 -2.625 2.351 1.446  -0.1922
C8 2.350 -2.021 1.169  -0.2131
C9 2.209 4.814 1.085  -0.2220
C10 0.116 2.852 -1.647  -0.2071
C11 -1.366 -0.217 2.355  -0.1092
C12 -3.135 -1.759 -1.286  0.1251
C13 4.624 3.375 -0.097  -0.1992
C14 4.779 -0.598 -0.085  -0.2047
C15 -1.160 2.106 1.414  -0.0711
C16 4.187 3.321 2.908  -0.2147
C17 -3.389 -4.145 -0.427  0.0385
C18 -1.786 -3.167 -2.900  0.0002
C19 0.060 -0.216 -1.459  -0.1990
C20 -3.682 -2.746 -0.397  -0.1693
C21 -2.944 -1.170 -3.666  0.0132
C22 -2.611 -2.044 -2.593  -0.2109
C23 -1.554 -3.550 -4.227  0.0412
C24 -4.600 -2.317 0.609  -0.0052
C25 -4.545 -4.460 1.655  -0.1893
C26 -5.012 -3.146 1.643  0.0334
C27 -2.031 -2.721 -5.245  -0.1968
C28 2.489 1.239 -2.541  -0.1979
H1 -0.541 2.961 1.090  0.0995
H2 0.756 3.739 -1.742  0.0288
H3 -4.422 1.161 1.380  0.1053
H4 -0.608 -0.414 -0.609  0.0139
H5 -2.949 2.662 0.441  0.1062
H6 -3.466 -0.243 -3.437  0.1325
H7 5.018 2.605 2.956  0.0177
H8 -2.850 -4.572 -1.270  0.1068
H9 -0.375 2.682 -2.618  0.0345
H10 5.243 4.263 0.105  0.0439
H11 -1.309 -3.725 -2.089  0.1249
H12 1.548 -1.983 1.920  0.0214
H13 -1.463 -0.161 3.451  0.1379
H14 -0.573 -0.088 -2.350  0.0221
H15 -2.932 -0.841 -5.804  0.1338
H16 5.421 -1.459 0.168  0.0390
H17 1.988 1.231 -3.523  0.0394
H18 3.575 -0.091 3.708  0.0366
H19 -0.671 3.075 -0.919  0.0042
H20 5.118 0.334 2.921  0.0209
H21 2.975 -2.900 1.390  0.0349
H22 0.671 -1.118 -1.614  0.0304
H23 -3.364 -0.986 2.171  0.0948
H24 -5.627 -2.766 2.449  0.1396
H25 -3.380 -6.000 0.700  0.1372
H26 4.685 -1.377 3.174  0.0355
H27 3.156 2.110 -2.506  0.0203
H28 -3.705 1.279 2.987  0.1215
H29 3.093 0.326 -2.461  0.0145
H30 4.601 4.330 3.069  0.0378
H31 -4.961 -1.284 0.573  0.1305
H32 -2.679 -0.388 0.665  0.0684
H33 1.893 -2.169 0.182  0.0130
H34 1.403 4.813 1.833  0.0303
H35 1.754 4.902 0.088  0.0155
H36 -1.000 -4.451 -4.460  0.1341
H37 5.285 2.499 -0.103  0.0156
H38 4.193 3.491 -1.099  0.0166
H39 4.360 -0.772 -1.085  0.0121
H40 -0.827 -1.149 2.112  0.1189
H41 5.412 0.300 -0.118  0.0175
H42 -2.846 3.213 2.096  0.1209
H43 3.504 3.106 3.740  0.0354
H44 2.829 5.710 1.259  0.0369
H45 -3.443 -0.722 -1.114  0.1335


Molecular formula: C3H11N3
Method: DFT, ωB97M-V/def2-TZVPD

Values from the calculation:
ΔE to the lowest compared entry with this formula, charge and spin in kcal/mol: 33.1
HOMO energy in eV: -8.596
SMILES: CNN[C@H](C)N
M in g/mol: 89.14
LUMO level in eV: 1.1
Gap between HOMO and LUMO in eV: 9.7

Last column: Löwdin charge in e.
Cartesian coordinates (Å):
N1 0.103 -1.433 -0.921  -0.1493
N2 1.139 1.426 -0.397  0.0389
N3 -0.590 -0.225 -0.695  -0.0749
C1 0.399 -2.258 0.242  -0.1345
C2 0.012 0.759 0.219  -0.5104
C3 -1.048 1.797 0.569  -0.0627
H1 0.832 1.886 -1.246  0.0754
H2 0.958 -1.214 -1.425  0.0930
H3 -0.537 -2.447 0.770  0.0767
H4 -1.528 -0.465 -0.387  0.1053
H5 0.796 -3.206 -0.119  0.0733
H6 0.393 0.295 1.147  0.1258
H7 -1.554 2.115 -0.345  0.0779
H8 1.121 -1.822 0.948  0.0636
H9 -1.784 1.384 1.259  0.0723
H10 1.860 0.759 -0.651  0.0577
H11 -0.571 2.649 1.033  0.0718


Question: HOMO energy of number 1 (C18H21FN3O7)?
Answer: -4.498 eV